# 1
This record from the Open Molecules 2025 dataset describes 2 unconnected molecules or ions with the total composition C3H12NO. The level of theory is ωB97M-V with the def2-TZVPD basis set.

Last column: Mulliken spin population.
Element x y z (Å)
1 C -0.0980 -0.1703 -0.3694  0.113
2 C 0.3241 -1.4688 0.3688  0.219
3 C 1.2761 -2.2528 -0.5706  0.287
4 N -0.8097 0.7529 0.5860  0.029
5 H -0.7576 -0.3286 -1.2313  0.005
6 H 0.7420 0.3391 -0.8554  0.007
7 H 0.9603 -1.2618 1.2562  0.047
8 H -0.6598 -1.9124 0.6129  0.069
9 H 2.3457 -2.2079 -0.3526  0.018
10 H 1.0359 -1.9980 -1.6021  0.000
11 H 0.8804 -3.3069 -0.3373  0.195
12 H -0.5070 0.5332 1.5476  0.000
13 H -1.7966 0.4334 0.6213  -0.001
14 H -0.8513 1.8061 0.3594  0.005
15 H -0.3808 3.5652 -0.7017  0.000
16 H -0.8773 4.1707 0.5512  0.000
17 O -0.8264 3.3070 0.1169  0.006

Net charge   +2
DFT total energy   -6821.2161 eV
Energy relative to the best compared isomer or geometry (same formula, charge and spin)   19.80 kcal per mole
Gap between HOMO and LUMO (alpha / beta)   0.4779 / 0.1789 hartree
Lowest unoccupied orbital energy (alpha / beta)   -7.30 / -15.43 eV
Multiplicity   2
⟨S²⟩   0.75
E_HOMO (alpha / beta)   -0.7463 / -0.7459 hartree

# 2
This record from the Open Molecules 2025 dataset describes 2 unconnected molecules or ions with the total composition C3H12NO2. The level of theory is ωB97M-V with the def2-TZVPD basis set.

Last column: natural (NBO) charge in e.
Element x y z (Å)
1 C -0.0835 0.2330 -0.9299  -0.199
2 C 0.0134 -0.9504 0.0483  -0.438
3 C 1.3263 -1.7097 -0.1682  -0.064
4 O 2.2465 -0.8794 -0.8480  -0.736
5 N -1.4331 0.9023 -0.7495  -0.684
6 H 0.6536 1.0064 -0.7788  0.240
7 H -0.0929 -0.1408 -1.9515  0.227
8 H -0.8202 -1.5919 -0.2330  0.211
9 H -0.1584 -0.5805 1.0588  0.215
10 H 1.1544 -2.6148 -0.7507  0.185
11 H 1.7445 -2.0143 0.7908  0.192
12 H 3.1110 -0.8950 -0.4316  0.495
13 H -1.5471 1.6249 -1.4606  0.437
14 H -2.2167 0.2564 -0.8365  0.433
15 H -1.4903 1.3618 0.1683  0.469
16 H -0.6134 2.7336 2.1727  0.494
17 H -0.7265 1.3729 2.8221  0.497
18 O -1.0676 1.8854 2.0772  -0.973

Net charge   +1
DFT total energy   -8884.2997 eV
Energy relative to the best compared isomer or geometry (same formula, charge and spin)   13.25 kcal per mole
Gap between HOMO and LUMO   0.3963 hartree
Lowest unoccupied orbital energy   -3.30 eV
Multiplicity   1
E_HOMO   -0.5176 hartree

# 3
This record from the Open Molecules 2025 dataset describes 3 unconnected molecules or ions with the total composition C3H12NO2. The level of theory is ωB97M-V with the def2-TZVPD basis set.

Last column: Mulliken spin population.
Element x y z (Å)
1 C 0.3547 0.0432 1.6434  0.036
2 C -0.3385 -0.1527 0.4172  0.166
3 C -1.3257 -1.1422 0.3157  0.526
4 N -2.0364 -1.3590 -0.9505  0.000
5 H 0.5871 -0.8477 2.3293  0.073
6 H 1.1607 0.7685 1.4081  0.003
7 H -0.2426 0.5376 2.4881  0.115
8 H -0.0243 0.3034 -0.5075  0.015
9 H -1.7853 -1.5856 1.1782  0.008
10 H -2.9231 -0.7918 -1.1565  0.026
11 H -1.5231 -1.3464 -1.8391  0.005
12 H -2.4129 -2.3305 -0.9725  0.007
13 H -0.7266 1.5394 -3.3248  0.000
14 H 0.5791 0.7105 -3.2928  0.000
15 O -0.3255 0.7312 -2.9598  0.000
16 H 3.3360 1.8858 2.4056  -0.001
17 H 4.1992 1.2164 1.3702  -0.001
18 O 3.4472 1.8199 1.4477  0.022

Net charge   +2
DFT total energy   -8869.1189 eV
Energy relative to the best compared isomer or geometry (same formula, charge and spin)   38.91 kcal per mole
Gap between HOMO and LUMO (alpha / beta)   0.2765 / 0.1338 hartree
Lowest unoccupied orbital energy (alpha / beta)   -9.97 / -13.67 eV
Multiplicity   2
⟨S²⟩   0.76
E_HOMO (alpha / beta)   -0.6427 / -0.6360 hartree

# 4
This record from the Open Molecules 2025 dataset describes 2 unconnected molecules or ions with the total composition C3H12NO2S2. The level of theory is ωB97M-V with the def2-TZVPD basis set.

Last column: natural (NBO) charge in e.
Element x y z (Å)
1 N -0.2910 0.8878 0.6334  -0.770
2 C 1.1989 0.5559 0.2105  -0.078
3 C 1.5128 1.2779 -1.1730  -0.113
4 O 0.6690 1.0238 -2.2850  -0.702
5 C 1.2987 -0.9277 -0.0679  -0.532
6 S 1.0832 -2.0985 1.4657  0.121
7 S -0.8126 -2.5221 1.5550  -0.151
8 H -0.3173 1.6005 1.2476  0.434
9 H -0.9926 0.0564 1.0096  0.498
10 H -0.8512 0.7741 -0.2489  0.467
11 H 1.8346 0.8838 1.0824  0.249
12 H 2.3840 1.0728 -1.7291  0.242
13 H 1.5941 2.2853 -0.7414  0.185
14 H 0.1218 1.7894 -2.4343  0.487
15 H 0.4611 -1.1446 -0.8814  0.245
16 H 2.2176 -1.3680 -0.3764  0.266
17 H -1.3144 -3.2353 0.5805  0.132
18 H -3.8550 0.1749 0.7035  0.497
19 H -2.9710 -1.0193 0.7716  0.490
20 O -2.9707 -0.0672 0.6776  -0.967

Net charge   +1
DFT total energy   -30552.4219 eV
Energy relative to the best compared isomer or geometry (same formula, charge and spin)   62.73 kcal per mole
Gap between HOMO and LUMO   0.3517 hartree
Lowest unoccupied orbital energy   -3.09 eV
Multiplicity   1
E_HOMO   -0.4651 hartree

# 5
This record from the Open Molecules 2025 dataset describes 2 unconnected molecules or ions with the total composition C3H12NO2S2. The level of theory is ωB97M-V with the def2-TZVPD basis set.

Last column: natural (NBO) charge in e.
Element x y z (Å)
1 N -1.0511 0.7801 0.1336  -0.740
2 C -0.3410 0.0083 -0.9437  -0.074
3 C -1.2377 -1.2545 -1.2395  -0.070
4 O -2.5623 -0.7378 -1.3691  -0.724
5 C 1.1195 -0.1920 -0.4992  -0.581
6 S 1.9312 1.4145 -0.2220  0.095
7 S 3.1784 1.2140 1.2706  -0.088
8 H -2.0281 0.6594 -0.1515  0.464
9 H -0.6213 1.6967 0.2726  0.452
10 H -0.9206 0.3041 1.1021  0.467
11 H -0.3144 0.5480 -1.8607  0.216
12 H -1.2888 -1.7096 -0.2413  0.180
13 H -0.8232 -1.8448 -2.0284  0.221
14 H -2.7584 -0.6226 -2.3089  0.498
15 H 1.1247 -0.9005 0.3180  0.242
16 H 1.6449 -0.7607 -1.3007  0.244
17 H 4.3729 0.8656 0.6810  0.152
18 H 0.4183 0.9396 2.9956  0.513
19 H -0.0429 -0.5939 2.9494  0.507
20 O 0.1998 0.1861 2.4421  -0.974

Net charge   +1
DFT total energy   -30554.5747 eV
Energy relative to the best compared isomer or geometry (same formula, charge and spin)   13.08 kcal per mole
Gap between HOMO and LUMO   0.3652 hartree
Lowest unoccupied orbital energy   -2.97 eV
Multiplicity   1
E_HOMO   -0.4743 hartree

# 6
This record from the Open Molecules 2025 dataset describes 3 unconnected molecules or ions with the total composition C3H12NO3. The level of theory is ωB97M-V with the def2-TZVPD basis set.

Last column: natural (NBO) charge in e.
Element x y z (Å)
1 O -2.2790 0.3192 -0.2872  -0.445
2 C -1.5284 0.5392 0.6054  0.419
3 C -0.7415 -0.5198 1.3499  -0.338
4 N 0.7491 -0.2202 1.3436  -0.499
5 C 1.2506 1.0383 0.8045  -0.468
6 H -1.3888 1.5594 1.0447  0.124
7 H -1.0238 -0.6974 2.3767  0.254
8 H -0.9457 -1.4354 0.7803  0.257
9 H 1.1239 -0.4556 2.2631  0.440
10 H 1.1257 -0.9980 0.7852  0.473
11 H 0.7981 1.9917 1.0550  0.247
12 H 1.1662 1.1176 -0.2769  0.264
13 H 2.3162 1.1266 1.0052  0.253
14 H -2.3971 -0.3185 -2.3927  0.489
15 H -1.3708 0.7478 -2.6988  0.468
16 O -1.5036 -0.2174 -2.7693  -0.949
17 H 2.0976 -1.7437 -1.5316  0.494
18 H 0.9774 -0.8809 -2.1086  0.512
19 O 1.5739 -0.9528 -1.3483  -0.996

Net charge   +1
DFT total energy   -10930.5517 eV
Energy relative to the best compared isomer or geometry (same formula, charge and spin)   36.78 kcal per mole
Gap between HOMO and LUMO   0.3878 hartree
Lowest unoccupied orbital energy   -3.83 eV
Multiplicity   1
E_HOMO   -0.5284 hartree

# 7
This record from the Open Molecules 2025 dataset describes 2 unconnected molecules or ions with the total composition C3H12NOS. The level of theory is ωB97M-V with the def2-TZVPD basis set.

Last column: natural (NBO) charge in e.
Element x y z (Å)
1 C -0.4722 -0.8601 0.6179  -0.243
2 C 0.8847 -0.6062 -0.0450  -0.436
3 C 1.1327 -1.6457 -1.1380  -0.516
4 S 2.5508 -1.2100 -2.2121  -0.006
5 N -0.9579 0.3581 1.3272  -0.667
6 H -1.2347 -1.2437 -0.0631  0.231
7 H -0.3991 -1.7170 1.2710  0.232
8 H 1.6902 -0.7235 0.6764  0.236
9 H 0.8436 0.3841 -0.4921  0.211
10 H 0.3055 -1.6595 -1.8553  0.226
11 H 1.4043 -2.6074 -0.7351  0.240
12 H 2.0036 -0.2707 -2.9903  0.123
13 H -1.4792 0.9238 0.6938  0.465
14 H -1.5636 0.1859 2.1308  0.443
15 H -0.1930 0.9720 1.6301  0.448
16 H -1.3212 3.2128 -0.4202  0.510
17 H -1.7320 3.5890 1.1166  0.512
18 O -1.4624 2.9181 0.4873  -1.008

Net charge   +1
DFT total energy   -17671.8628 eV
Energy relative to the best compared isomer or geometry (same formula, charge and spin)   13.60 kcal per mole
Gap between HOMO and LUMO   0.3204 hartree
Lowest unoccupied orbital energy   -3.45 eV
Multiplicity   1
E_HOMO   -0.4471 hartree

# 8
This record from the Open Molecules 2025 dataset describes a molecular structure, C3H12NS. The level of theory is ωB97M-V with the def2-TZVPD basis set.

Last column: natural (NBO) charge in e.
Element x y z (Å)
1 N -0.9598 -1.7459 1.1419  -0.935
2 H -1.0053 -2.2614 0.2661  0.431
3 H -0.6558 -0.6143 0.9139  0.351
4 H -1.8741 -1.7614 1.5871  0.437
5 H -0.2610 -2.1618 1.7516  0.432
6 C -0.9493 0.6150 -1.9346  -0.623
7 C 0.3329 0.7115 -1.1243  -0.514
8 S -0.0542 1.0549 0.6233  0.309
9 C 1.5828 0.7964 1.3656  -0.737
10 H -0.7054 0.6587 -2.9884  0.247
11 H -1.6260 1.4286 -1.6808  0.231
12 H -1.4651 -0.3282 -1.7756  0.198
13 H 0.9750 1.5188 -1.4745  0.241
14 H 0.9572 -0.1785 -1.1768  0.213
15 H 1.9596 -0.1792 1.0776  0.216
16 H 2.2499 1.5662 0.9844  0.252
17 H 1.4988 0.8805 2.4436  0.251

Net charge   +1
DFT total energy   -15624.5857 eV
Energy relative to the best compared isomer or geometry (same formula, charge and spin)   0.00 kcal per mole
Gap between HOMO and LUMO   0.3745 hartree
Lowest unoccupied orbital energy   -3.49 eV
Multiplicity   1
E_HOMO   -0.5029 hartree